# 1
Computed, not measured: C41H44N10O5P2Tc as an isolated structure at a distorted geometry, with ωB97M-V/def2-TZVPD.

Values from the calculation:
E_LUMO (spin up / spin down) in Eh: -0.20781 / -0.26827
F_max in eV/A: 1.9
Multiplicity: 4
Calculated total energy in eV: -89132.281
Total charge: +2

Atoms and positions in Å:
1 Tc 0.677 1.716 -0.766
2 C -0.094 -0.742 3.008
3 C -1.226 0.191 2.622
4 P -2.240 -0.384 1.195
5 C -3.314 -1.577 2.051
6 C -4.368 -1.169 2.866
7 C -5.061 -2.101 3.619
8 C -4.711 -3.446 3.569
9 C -3.682 -3.862 2.738
10 C -2.992 -2.931 1.976
11 C -3.353 1.053 0.987
12 C -4.298 0.979 -0.034
13 C -5.240 1.978 -0.207
14 C -5.248 3.076 0.641
15 C -4.321 3.160 1.664
16 C -3.378 2.157 1.839
17 C 1.091 -0.753 2.057
18 P 1.172 -2.017 0.746
19 C 3.439 -3.670 0.753
20 C 3.290 -3.897 2.118
21 C 3.781 -5.047 2.707
22 C 4.452 -5.984 1.934
23 C 4.668 -5.729 0.590
24 C 4.183 -4.571 -0.002
25 C 0.927 -2.373 -0.986
26 C 2.496 -0.714 -1.734
27 C 2.009 -0.599 -3.159
28 C 1.044 -1.336 -3.785
29 C 0.084 -2.237 -3.236
30 C -0.092 -2.515 -1.872
31 H -0.456 -1.758 3.186
32 H 0.303 -0.394 3.964
33 H -0.820 1.178 2.375
34 H -1.881 0.314 3.489
35 H -4.663 -0.126 2.911
36 H -5.878 -1.775 4.247
37 H -5.248 -4.166 4.170
38 H -3.420 -4.909 2.673
39 H -2.209 -3.271 1.297
40 H -4.333 0.103 -0.664
41 H -5.979 1.897 -0.993
42 H -5.983 3.858 0.510
43 H -4.330 4.008 2.335
44 H -2.680 2.241 2.659
45 H 2.011 -1.052 2.581
46 H 1.288 0.222 1.608
47 H 2.809 -3.156 2.752
48 H 3.647 -5.206 3.767
49 H 4.826 -6.892 2.384
50 H 5.235 -6.428 -0.008
51 H 4.417 -4.361 -1.030
52 H 3.555 -0.422 -1.707
53 H 2.555 0.110 -3.771
54 H 0.936 -1.158 -4.850
55 H -0.659 -2.621 -3.922
56 H -1.062 -2.862 -1.526
57 C 4.108 1.886 1.197
58 C 2.945 2.785 1.416
59 N 1.817 2.798 0.721
60 C 1.053 3.838 1.208
61 C 1.730 4.463 2.211
62 N 2.910 3.775 2.330
63 C 1.436 5.582 3.157
64 O 0.332 6.268 2.949
65 O 2.213 5.789 4.050
66 C -0.215 4.151 0.518
67 O -0.861 5.148 0.781
68 O -0.522 3.276 -0.403
69 H 3.915 1.239 0.340
70 H 4.295 1.250 2.064
71 H 5.010 2.468 1.013
72 H 3.619 4.018 3.011
73 H -0.167 5.962 2.148
74 C -2.277 1.594 -5.383
75 N -2.055 1.083 -4.035
76 C -3.093 0.172 -3.578
77 C -1.071 1.529 -3.229
78 N -0.749 1.033 -2.075
79 N -0.361 2.611 -3.751
80 C 0.805 3.190 -3.330
81 N 1.247 4.191 -4.110
82 N 1.460 2.791 -2.278
83 H -2.809 0.831 -5.948
84 H -1.338 1.772 -5.903
85 H -2.892 2.498 -5.383
86 H -4.063 0.672 -3.614
87 H -2.922 -0.159 -2.561
88 H -3.127 -0.704 -4.228
89 H -1.307 0.239 -1.791
90 H -0.826 3.100 -4.499
91 H 0.731 4.526 -4.905
92 H 2.044 4.738 -3.831
93 H 2.303 3.328 -2.108
94 N 3.038 -3.040 -2.233
95 C 2.407 -2.180 -1.293
96 O 1.807 0.038 -0.759
97 C 2.917 -2.328 0.217
98 C 3.878 -1.314 0.615
99 N 4.632 -0.512 0.945
100 C 0.517 -3.462 1.550
101 N 0.014 -4.422 1.933
102 H 3.218 -2.613 -3.129
103 H 2.579 -3.932 -2.355


# 2
Computed, not measured: C42H53CaN3 as an isolated structure at a distorted geometry, with ωB97M-V/def2-TZVPD.

Values from the calculation:
E_LUMO in Eh: 0.02101
F_max in eV/A: 1.9
ΔE to the lowest compared entry with this formula, charge and spin in kJ/mol: 65.6
Calculated total energy in eV: -67327.137
Total charge: 0

Atoms and positions in Å:
1 Ca -0.124 0.373 0.125
2 C 3.920 1.132 1.194
3 C 2.566 1.725 1.502
4 C 1.783 1.154 2.516
5 C 2.237 -0.142 3.148
6 C 0.620 1.812 2.947
7 C -0.066 1.381 4.225
8 C 0.141 2.906 2.214
9 C -1.149 3.595 2.587
10 C 0.880 3.421 1.138
11 C 0.298 4.561 0.339
12 C 2.145 2.893 0.850
13 C 3.076 3.584 -0.121
14 H 4.663 1.547 1.882
15 H 4.239 1.353 0.180
16 H 3.923 0.050 1.308
17 H 3.195 -0.021 3.657
18 H 2.361 -0.909 2.378
19 H 1.516 -0.522 3.864
20 H -0.823 0.613 4.045
21 H -0.546 2.226 4.711
22 H 0.654 0.984 4.936
23 H -0.941 4.569 3.038
24 H -1.740 3.011 3.286
25 H -1.763 3.762 1.704
26 H 0.195 5.467 0.940
27 H -0.695 4.288 -0.021
28 H 0.900 4.803 -0.532
29 H 3.008 3.154 -1.124
30 H 4.108 3.500 0.211
31 H 2.855 4.646 -0.190
32 C 0.632 0.756 -3.270
33 N -0.235 0.887 -2.097
34 C -1.481 1.156 -2.324
35 C -2.416 1.423 -1.295
36 C -3.775 1.746 -1.435
37 C -4.263 1.954 -0.150
38 C -3.182 1.738 0.713
39 N -2.067 1.423 0.040
40 C 0.720 2.051 -4.053
41 C 0.882 3.260 -3.380
42 C 0.927 4.455 -4.078
43 C 0.815 4.456 -5.462
44 C 0.643 3.259 -6.139
45 C 0.592 2.064 -5.435
46 H 0.270 -0.042 -3.926
47 H 1.627 0.466 -2.924
48 H -1.858 1.210 -3.350
49 H -4.314 1.814 -2.367
50 H -5.269 2.216 0.137
51 H -3.181 1.797 1.793
52 H 0.956 3.256 -2.298
53 H 1.046 5.390 -3.546
54 H 0.857 5.388 -6.010
55 H 0.543 3.255 -7.217
56 H 0.447 1.131 -5.969
57 C 4.353 -1.000 -1.554
58 C 3.328 -1.973 -1.032
59 C 3.612 -3.337 -1.037
60 C 2.676 -4.224 -0.522
61 C 2.983 -5.698 -0.461
62 C 1.452 -3.770 -0.050
63 C 1.084 -2.401 -0.072
64 C 2.113 -1.535 -0.552
65 N -0.066 -1.810 0.327
66 C -1.335 -2.420 0.729
67 C -1.723 -1.791 2.086
68 C -3.128 -2.213 2.517
69 C -4.143 -1.769 1.460
70 C -3.811 -2.429 0.118
71 C -3.876 -3.947 0.271
72 C -2.848 -4.375 1.318
73 C -3.178 -3.735 2.668
74 C -1.435 -3.952 0.890
75 C -2.401 -2.032 -0.322
76 H 4.689 -1.294 -2.549
77 H 5.232 -0.976 -0.905
78 H 3.943 0.009 -1.611
79 H 4.556 -3.698 -1.428
80 H 4.029 -5.889 -0.697
81 H 2.368 -6.257 -1.169
82 H 2.775 -6.096 0.534
83 H 0.785 -4.517 0.341
84 H 1.913 -0.461 -0.547
85 H -1.679 -0.696 1.992
86 H -0.983 -2.100 2.832
87 H -3.373 -1.746 3.478
88 H -4.121 -0.682 1.353
89 H -5.153 -2.055 1.772
90 H -4.531 -2.091 -0.635
91 H -3.661 -4.427 -0.688
92 H -4.882 -4.253 0.577
93 H -2.869 -5.466 1.413
94 H -2.447 -4.063 3.414
95 H -4.168 -4.049 3.010
96 H -1.193 -4.437 -0.058
97 H -0.733 -4.291 1.656
98 H -2.361 -0.956 -0.491
99 H -2.147 -2.523 -1.268


# 3
Computed, not measured: C24H32N3O8P2Tc as an isolated structure at a distorted geometry, with ωB97M-V/def2-TZVPD.

Values from the calculation:
E_LUMO (spin up / spin down) in Eh: -0.12729 / -0.19419
F_max in eV/A: 4.2
Multiplicity: 4
ΔE to the lowest compared entry with this formula, charge and spin in kJ/mol: 0.0
Calculated total energy in eV: -67020.891
Total charge: +1

Atoms and positions in Å:
1 C -1.142 -4.634 -0.040
2 C -1.025 -3.329 -0.560
3 N -0.947 -2.271 0.327
4 C -0.796 -2.490 1.649
5 C -0.739 -3.784 2.156
6 C -0.945 -4.869 1.309
7 C -1.061 -3.018 -1.949
8 P -0.419 -1.393 -2.421
9 Tc -0.774 -0.239 -0.485
10 P -1.320 0.231 1.697
11 C -0.674 -1.283 2.548
12 C -1.077 1.702 -1.331
13 C -0.086 2.242 -2.166
14 C -0.238 3.519 -2.717
15 C -1.390 4.268 -2.440
16 C -2.380 3.739 -1.603
17 C -2.226 2.460 -1.054
18 O -3.823 -2.860 -2.725
19 O -3.680 -0.397 -2.129
20 H -1.295 -5.432 -0.762
21 H -0.554 -3.896 3.218
22 H -0.898 -5.884 1.696
23 C 1.274 -1.859 -2.841
24 C -1.127 -0.825 -3.990
25 H -1.245 -1.417 3.475
26 H 0.377 -1.109 2.829
27 H -2.885 -2.966 -2.435
28 H -0.973 -3.844 -2.649
29 C -0.425 1.593 2.485
30 C -3.017 0.356 2.349
31 H 0.823 1.673 -2.365
32 H 0.558 3.922 -3.351
33 H -1.510 5.263 -2.871
34 H -3.283 4.316 -1.378
35 H -2.983 2.064 -0.372
36 H -2.801 -0.190 -1.419
37 H -4.138 0.349 -2.510
38 H -3.848 -1.311 -2.489
39 H -4.330 -3.365 -2.081
40 H -2.397 -0.249 -0.364
41 H 1.259 -2.501 -3.731
42 H 1.842 -0.938 -2.994
43 H 1.695 -2.417 -1.997
44 H -1.002 -1.593 -4.762
45 H -2.187 -0.560 -3.898
46 H -0.575 0.075 -4.288
47 H -2.990 0.382 3.448
48 H -3.479 1.275 1.965
49 H -3.607 -0.507 2.013
50 H -0.715 1.667 3.543
51 H 0.659 1.428 2.405
52 H -0.687 2.520 1.959
53 O 2.542 0.583 -1.444
54 C 2.272 0.357 -0.256
55 O 1.253 -0.332 0.203
56 C 3.158 0.858 0.850
57 C 3.124 0.289 2.132
58 C 3.873 0.878 3.168
59 C 4.670 2.004 2.931
60 C 4.696 2.557 1.645
61 C 3.959 1.975 0.594
62 N 5.428 3.773 1.401
63 O 6.059 4.287 2.350
64 O 5.398 4.271 0.257
65 N 3.716 0.360 4.503
66 O 2.876 -0.554 4.682
67 O 4.403 0.838 5.425
68 H 2.535 -0.603 2.325
69 H 5.247 2.450 3.737
70 H 3.998 2.391 -0.407


# 4
Computed, not measured: a 2-piece molecular cluster, H3O3PS overall at a distorted geometry, with ωB97M-V/def2-TZVPD.

Values from the calculation:
E_LUMO in Eh: -0.00818
F_max in eV/A: 2.2
ΔE to the lowest compared entry with this formula, charge and spin in kJ/mol: 168.3
Calculated total energy in eV: -26316.406
Total charge: 0

Atoms and positions in Å:
1 O -1.347 1.233 -0.890
2 P -1.472 -0.184 -1.203
3 O -0.452 -1.108 -0.375
4 S -2.544 -1.142 -2.533
5 H 0.283 -0.587 -0.028
6 O 1.579 0.421 1.628
7 H 1.764 0.800 2.501
8 H 2.189 0.568 0.899


# 5
Computed, not measured: a 2-piece molecular cluster, C17H20NO7S2 overall at a distorted geometry, with ωB97M-V/def2-TZVPD.

Values from the calculation:
E_LUMO in Eh: -0.19326
F_max in eV/A: 5.2
Calculated total energy in eV: -55429.701
Total charge: +1

Atoms and positions in Å:
1 C 6.981 -0.313 -0.918
2 C 5.542 -0.796 -1.425
3 C 4.419 0.304 -1.462
4 C 2.972 -0.031 -1.889
5 C 2.649 -1.517 -2.294
6 C 1.093 -1.788 -2.679
7 C 0.261 -1.276 -1.386
8 C -0.606 0.041 -1.440
9 C -0.705 0.933 -2.790
10 C -1.372 0.489 -0.169
11 C -2.323 1.770 -0.062
12 O -2.191 2.559 0.917
13 O -3.366 2.071 -0.986
14 C -1.239 -0.354 1.156
15 C -0.367 -1.620 1.084
16 O -0.240 -2.386 2.291
17 N 0.322 -2.041 -0.141
18 S 1.229 -3.545 0.015
19 C 3.737 -2.638 -2.313
20 C 5.199 -2.255 -1.873
21 H 7.794 -0.323 -1.716
22 H 6.846 0.726 -0.427
23 H 7.279 -1.013 -0.052
24 H 4.644 1.388 -1.146
25 H 2.144 0.765 -1.914
26 H 0.915 -2.903 -2.847
27 H 0.791 -1.215 -3.626
28 H 0.214 1.615 -2.923
29 H -1.613 1.626 -2.753
30 H -0.748 0.181 -3.663
31 H -3.198 2.924 -1.448
32 H -1.778 -0.027 2.118
33 H 0.733 -2.400 2.500
34 H 0.742 -4.344 -1.013
35 H 3.481 -3.722 -2.611
36 H 6.059 -3.017 -1.863
37 C -5.188 2.382 2.538
38 C -4.191 2.660 3.651
39 O -4.874 2.318 4.856
40 S -5.900 1.096 4.554
41 O -5.264 -0.131 4.934
42 O -7.200 1.473 5.017
43 O -5.877 1.196 2.933
44 H -5.921 3.190 2.455
45 H -4.701 2.236 1.574
46 H -3.870 3.701 3.673
47 H -3.313 2.012 3.565


# 6
Computed, not measured: a 2-piece molecular cluster, C9H14 overall at a distorted geometry, with ωB97M-V/def2-TZVPD.

Values from the calculation:
E_LUMO in Eh: 0.03620
F_max in eV/A: 5.2
ΔE to the lowest compared entry with this formula, charge and spin in kJ/mol: 198.6
Calculated total energy in eV: -9558.123
Total charge: 0

Atoms and positions in Å:
1 C -1.512 -3.396 -1.553
2 C -1.401 -1.967 -1.078
3 C -2.463 -1.173 -1.296
4 C -2.291 0.208 -0.912
5 C -1.097 0.633 -0.457
6 C 0.002 -0.248 -0.188
7 C -0.234 -1.573 -0.409
8 H -2.420 -3.837 -1.040
9 H -1.033 -4.169 -0.952
10 H -1.627 -3.631 -2.712
11 H -3.391 -1.500 -1.523
12 H -3.175 0.871 -0.940
13 H -1.147 1.742 -0.294
14 H 0.836 0.015 0.397
15 H 0.480 -2.315 0.008
16 C 2.876 3.131 2.008
17 C 2.199 2.032 1.179
18 H 2.268 3.396 2.972
19 H 3.814 2.721 2.453
20 H 3.125 4.035 1.403
21 H 1.336 2.413 0.699
22 H 2.918 1.563 0.462
23 H 1.936 1.049 1.774


# 7
Computed, not measured: a 2-piece molecular cluster, C28H37BNO2 overall at a distorted geometry, with ωB97M-V/def2-TZVPD.

Values from the calculation:
E_LUMO in Eh: -0.12409
F_max in eV/A: 3.2
ΔE to the lowest compared entry with this formula, charge and spin in kJ/mol: 64.0
Calculated total energy in eV: -35889.420
Total charge: +1

Atoms and positions in Å:
1 C 5.031 -1.746 -5.536
2 O 4.594 -0.576 -4.820
3 C 4.245 -0.657 -3.507
4 C 3.841 0.565 -2.915
5 C 3.327 0.577 -1.636
6 C 3.162 -0.613 -0.897
7 C 2.374 -0.471 0.404
8 C 1.819 -1.747 1.031
9 C 1.777 -1.845 2.428
10 C 1.198 -2.953 3.014
11 C 0.673 -3.993 2.221
12 O -0.105 -4.869 2.924
13 C 0.013 -4.495 4.355
14 C 0.868 -3.227 4.442
15 C 0.762 -3.951 0.829
16 C 1.390 -2.852 0.264
17 C 3.638 -1.814 -1.471
18 C 4.175 -1.857 -2.759
19 H 5.304 -1.340 -6.519
20 H 5.900 -2.218 -5.065
21 H 4.231 -2.493 -5.620
22 H 3.949 1.480 -3.502
23 H 3.059 1.534 -1.171
24 H 2.948 0.102 1.172
25 H 2.233 -1.102 3.088
26 H -1.009 -4.351 4.726
27 H 0.497 -5.333 4.877
28 H 1.780 -3.386 5.029
29 H 0.290 -2.437 4.934
30 H 0.320 -4.765 0.266
31 H 1.614 -2.873 -0.807
32 H 3.632 -2.765 -0.927
33 H 4.532 -2.804 -3.171
34 C -0.295 0.718 -1.490
35 C -1.620 1.455 -1.240
36 C -1.655 2.672 -2.136
37 N -1.937 1.826 0.197
38 C -3.106 2.746 0.204
39 C -4.284 2.273 -0.327
40 C -5.405 3.108 -0.282
41 C -5.272 4.386 0.274
42 C -4.035 4.839 0.796
43 C -2.912 3.994 0.771
44 C -2.324 0.598 0.999
45 C -2.857 0.975 2.368
46 C -1.227 -0.455 1.140
47 B -0.932 2.853 0.887
48 H 1.623 0.235 0.154
49 H -0.221 0.480 -2.579
50 H 0.611 1.301 -1.220
51 H -0.246 -0.263 -0.999
52 H -2.444 0.773 -1.495
53 H -1.412 2.339 -3.152
54 H -2.638 3.134 -2.209
55 H -0.942 3.455 -1.848
56 H -4.307 1.268 -0.750
57 H -6.359 2.751 -0.680
58 H -6.134 5.064 0.318
59 H -3.921 5.842 1.234
60 H -1.869 4.217 1.164
61 H -3.137 0.158 0.400
62 H -3.121 0.035 2.871
63 H -2.134 1.510 3.003
64 H -3.778 1.563 2.340
65 H -1.490 -1.193 1.928
66 H -1.175 -1.079 0.237
67 H -0.228 -0.041 1.382
68 H -0.179 3.263 0.054
69 H -0.699 2.475 2.007


# 8
Computed, not measured: C12H21CoN7O2S2 as an isolated structure at a distorted geometry, with ωB97M-V/def2-TZVPD.

Values from the calculation:
E_LUMO (spin up / spin down) in Eh: -0.11551 / -0.23013
F_max in eV/A: 3.3
Multiplicity: 5
ΔE to the lowest compared entry with this formula, charge and spin in kJ/mol: 0.0
Calculated total energy in eV: -86598.999
Total charge: +1

Atoms and positions in Å:
1 Co -1.148 1.560 -0.142
2 C -0.817 -2.023 3.873
3 N -0.246 -0.958 3.017
4 C 1.081 -0.520 3.337
5 C -0.807 -0.494 1.894
6 N -0.363 0.563 1.255
7 N -1.913 -1.165 1.376
8 C -2.506 -1.010 0.181
9 N -3.406 -1.959 -0.193
10 N -2.302 0.039 -0.577
11 H -0.348 -1.988 4.879
12 H -0.541 -3.004 3.441
13 H -1.901 -1.952 3.969
14 H 1.593 -1.224 4.026
15 H 1.101 0.467 3.839
16 H 1.653 -0.496 2.415
17 H 0.457 0.964 1.651
18 H -2.074 -2.056 1.850
19 H -3.657 -2.743 0.427
20 H -4.088 -1.757 -0.955
21 H -2.937 0.065 -1.388
22 S -0.255 3.478 0.373
23 C -1.463 4.138 -0.659
24 S -1.915 2.955 -1.798
25 C -1.792 5.481 -0.792
26 C -1.231 6.400 0.117
27 N -0.676 7.135 0.800
28 C -2.767 5.974 -1.672
29 N -3.577 6.482 -2.333
30 C 2.836 0.877 -0.550
31 O 2.284 -0.320 -1.126
32 C 3.288 -1.247 -1.636
33 C 2.723 -2.094 -2.818
34 O 1.723 -2.901 -2.265
35 C 0.593 -3.320 -3.116
36 H 3.219 0.768 0.468
37 H 2.002 1.584 -0.454
38 H 3.559 1.425 -1.246
39 H 3.567 -1.991 -0.845
40 H 4.173 -0.649 -1.906
41 H 3.614 -2.686 -3.206
42 H 2.356 -1.438 -3.650
43 H 1.006 -3.879 -4.016
44 H -0.075 -2.457 -3.362
45 H -0.023 -4.026 -2.480